Entry 1:
This record from the OMol25 dataset describes a structure of composition C18H43F6NO6S2Si2Sm in a non-equilibrium geometry. The level of theory is ωB97M-V/def2-TZVPD.

```
79
Properties=species:S:1:pos:R:3:forces:R:3
O -2.014 0.813 0.076 -0.8 -0.1 0.7
O -2.667 -1.175 -2.057 0.1 -0.1 -0.1
C -2.973 0.551 1.213 0.5 0.3 -0.6
C -2.922 1.669 2.214 -0.1 0.2 0.2
H -2.644 -0.400 1.630 -0.1 0.1 -0.2
H -3.931 0.428 0.714 0.1 -0.1 0.2
H -1.913 1.823 2.618 -0.2 -0.1 -0.2
H -3.570 1.409 3.055 0.0 0.0 -0.1
H -3.295 2.609 1.792 0.1 -0.1 0.1
C -2.291 1.813 -0.990 0.3 0.0 0.5
C -3.748 1.808 -1.342 -0.5 -0.1 -0.5
H -1.661 1.501 -1.830 -0.1 0.0 0.2
H -1.951 2.776 -0.597 -0.1 -0.2 -0.1
H -4.021 0.866 -1.836 0.0 0.2 0.3
H -3.933 2.612 -2.067 0.1 -0.1 0.2
H -4.409 1.992 -0.485 0.2 0.1 -0.3
C -1.878 -1.167 -3.254 -0.3 -0.1 0.5
C -3.451 -2.340 -1.788 0.3 0.3 -0.1
C -2.483 -0.253 -4.297 0.0 -0.1 -0.3
H -1.756 -2.192 -3.643 0.0 0.3 0.1
H -0.892 -0.785 -2.946 -0.1 -0.2 -0.2
H -3.445 -0.641 -4.655 0.2 0.2 0.1
H -1.800 -0.206 -5.149 -0.1 0.1 0.0
H -2.625 0.762 -3.906 0.0 -0.2 -0.1
C -4.740 -2.368 -2.582 -0.1 -0.2 0.0
H -3.661 -2.287 -0.712 0.0 -0.1 -0.2
H -2.848 -3.243 -1.980 -0.1 0.2 0.1
H -5.317 -1.448 -2.434 0.1 -0.2 0.0
H -5.335 -3.213 -2.231 -0.1 0.0 -0.1
H -4.550 -2.510 -3.651 -0.1 0.1 0.1
H -1.128 0.332 0.180 -0.2 -0.4 -0.3
Sm 1.610 -0.005 0.609 -1.6 -0.2 -0.3
C -0.412 -1.475 0.288 0.0 0.6 -0.2
Si 0.173 -3.234 0.640 -0.4 -0.2 0.1
H -1.255 -1.416 0.996 0.2 -0.1 0.0
H -0.890 -1.498 -0.707 0.1 -0.1 0.2
C -1.212 -4.166 1.527 0.0 0.1 0.0
C 1.663 -3.286 1.775 -0.1 -0.1 0.0
C 0.591 -4.112 -0.961 0.1 0.0 -0.1
C 0.855 2.194 1.226 0.1 0.1 0.1
Si 1.471 3.251 -0.191 -0.1 0.3 0.7
H 1.493 2.350 2.122 -0.2 0.0 -0.3
H -0.156 2.497 1.534 0.1 -0.1 -0.2
C 0.224 4.559 -0.729 -0.1 -0.1 -0.1
C 1.785 2.101 -1.680 0.2 0.1 -0.2
C 3.056 4.187 0.156 0.2 -0.1 -0.1
H 0.027 -3.676 -1.795 0.1 -0.2 0.1
H 0.352 -5.183 -0.895 0.1 0.3 -0.1
H 1.663 -4.012 -1.179 -0.2 -0.1 -0.1
H -1.474 -3.666 2.471 0.0 -0.1 -0.2
H -0.897 -5.190 1.769 -0.1 0.2 0.0
H -2.120 -4.224 0.911 0.2 0.0 0.1
H 1.460 -2.770 2.720 0.1 -0.2 -0.2
H 2.585 -2.885 1.329 -0.2 -0.2 0.2
H 1.856 -4.342 2.011 0.1 0.2 0.0
H 1.425 2.667 -2.550 0.2 -0.3 0.0
H 1.232 1.141 -1.706 0.0 0.2 -0.2
H 2.861 1.911 -1.814 -0.4 -0.1 -0.1
H 3.261 4.897 -0.659 0.0 -0.2 0.2
H 3.906 3.498 0.249 -0.2 0.3 0.0
H 2.976 4.762 1.088 0.0 -0.1 -0.2
H 0.723 5.319 -1.347 -0.2 -0.2 0.1
H -0.199 5.065 0.150 0.1 -0.1 -0.2
H -0.600 4.135 -1.316 0.1 0.2 0.1
F 5.947 0.479 -1.207 -0.2 -0.1 1.6
C 6.122 0.511 0.134 1.9 0.4 -0.6
F 7.145 -0.294 0.468 -1.4 0.7 -0.2
F 6.412 1.776 0.508 -0.7 -1.6 -0.2
S 4.491 0.008 0.935 -2.3 1.0 1.0
O 3.635 1.209 0.650 1.7 -0.9 -0.1
O 3.782 -1.158 0.314 1.8 1.1 0.5
N 4.717 -0.098 2.497 0.2 -0.5 -1.0
S 3.526 -0.757 3.365 -0.3 -0.8 -0.5
O 2.180 -0.410 2.793 1.5 -0.3 0.7
O 3.748 -2.137 3.692 -0.1 1.5 0.0
C 3.541 0.288 4.905 0.1 1.1 1.2
F 4.723 0.216 5.542 -1.1 -0.1 -0.8
F 3.291 1.575 4.572 0.3 -1.3 0.1
F 2.559 -0.140 5.728 1.0 0.2 -1.0
```
Forces are in eV/Å.

* charge: +1
* E_LUMO (alpha / beta): -3.3 / -2.4 eV
* 2S+1: 6
* strongest force on any atom: 2.705 eV/A

Here are the Löwdin charges for atoms 1 to 2, given in e: O -0.1298; O -0.2405



Entry 2:
This record from the OMol25 dataset describes a structure of composition C18H30F3FeGeNO3S in a non-equilibrium geometry. The level of theory is ωB97M-V/def2-TZVPD.

```
58
Properties=species:S:1:pos:R:3:forces:R:3
Fe 0.374 -0.076 -0.056 0.4 0.4 -0.5
C 3.052 -0.848 2.366 0.0 -1.8 -0.4
C 1.934 0.026 2.755 -0.7 0.9 0.7
C 2.264 1.502 2.634 1.6 0.5 -0.8
C 1.456 -0.247 4.205 1.6 -0.4 -1.0
O 0.821 -0.304 1.856 0.3 -0.2 0.4
Ge -1.071 -0.070 2.152 -0.4 0.1 0.9
O -0.749 1.288 0.812 0.1 -0.3 -0.4
C -1.593 2.377 0.421 -0.3 0.4 -1.3
C -2.354 2.824 1.617 -0.1 -1.4 0.7
C -0.683 3.457 -0.082 0.0 1.7 0.2
C -2.511 2.081 -0.771 -0.5 -1.3 1.4
O -1.112 -1.162 0.590 -0.7 -0.9 -0.3
C -1.271 -2.622 0.537 0.2 0.2 -1.9
C -1.461 -3.203 1.891 -0.4 -0.3 0.5
C -2.436 -2.943 -0.409 0.4 -1.2 0.0
C 0.023 -3.155 -0.090 0.3 -0.9 -0.6
H 3.932 -0.549 2.849 1.3 0.3 1.3
H 2.823 -1.901 2.621 0.2 0.4 -0.2
H 3.378 -0.812 1.337 -0.5 0.2 -0.7
H 3.147 1.802 3.287 -1.3 -0.5 -0.4
H 2.641 1.769 1.597 -0.8 -0.3 0.9
H 1.361 2.039 2.906 0.1 0.6 -0.1
H 2.162 0.133 4.945 0.4 -0.2 -0.2
H 0.585 0.305 4.422 -1.4 0.3 0.1
H 1.372 -1.323 4.311 -0.5 -0.1 0.4
H -1.620 2.959 2.409 -0.3 0.5 0.3
H -2.908 3.684 1.356 -0.4 1.2 0.1
H -3.082 2.065 1.948 0.2 0.1 -0.1
H -0.064 3.915 0.719 -0.1 -0.5 -0.6
H -0.115 3.068 -0.913 0.7 -0.1 -0.1
H -1.284 4.288 -0.521 0.3 -0.5 0.4
H -3.244 1.294 -0.549 0.2 0.0 0.0
H -3.078 2.950 -1.004 -0.4 0.8 -0.2
H -1.967 1.801 -1.638 0.6 -0.3 -0.8
H -2.198 -2.716 2.516 -0.7 0.2 -0.3
H -1.771 -4.234 1.735 0.1 -0.2 0.4
H -0.578 -3.147 2.501 0.8 -0.3 0.1
H -3.382 -2.737 0.025 -0.9 0.3 0.6
H -2.416 -2.423 -1.353 0.4 0.3 -0.2
H -2.441 -4.034 -0.658 0.1 0.8 0.3
H 0.834 -2.735 0.500 0.4 -0.5 0.2
H 0.077 -4.302 -0.174 -0.1 1.8 0.5
H 0.190 -2.789 -1.122 -0.4 -0.1 0.4
F 2.892 0.403 -5.897 0.1 -0.4 0.8
C 2.887 0.568 -4.559 -0.8 -0.5 0.8
F 3.697 -0.359 -3.960 -0.2 1.1 -1.0
F 3.310 1.806 -4.335 0.7 0.0 0.3
C 1.492 0.389 -3.960 -2.1 -1.0 0.4
C 0.376 0.316 -4.800 0.9 0.4 -0.7
C -0.912 0.009 -4.342 0.1 -0.1 -0.7
C -1.043 -0.344 -3.011 -1.1 0.1 -0.2
N -0.024 -0.257 -2.129 -0.4 0.3 -1.3
C 1.182 0.126 -2.573 1.3 0.2 -1.2
S 2.312 0.223 -1.262 0.4 0.2 0.4
H 0.524 0.485 -5.887 -0.1 -0.1 0.9
H -1.712 0.028 -5.126 0.6 -0.3 1.4
H -2.019 -0.692 -2.639 0.6 0.3 0.0
```
Forces are in eV/Å.

* charge: +1
* E_LUMO (alpha / beta): -3.0 / -5.0 eV
* relative energy (zero: lowest compared OMol25 entry of this formula, charge and spin): 12.9 kJ/mol
* 2S+1: 6
* strongest force on any atom: 2.337 eV/A

Here are the Löwdin charges for atoms 1 to 2, given in e: Fe 0.8491; C -0.0354



Entry 3:
This record from the OMol25 dataset describes the molecule C8H10N2O2 in a non-equilibrium geometry. The level of theory is ωB97M-V/def2-TZVPD.

```
22
Properties=species:S:1:pos:R:3:forces:R:3
N 3.580 -0.661 0.817 -2.2 -0.9 0.9
C 2.623 -0.496 -0.256 2.6 -0.2 -0.6
C 1.734 0.774 -0.290 -2.4 -0.9 -1.2
C 0.179 0.398 -0.275 1.6 0.1 -1.2
C -0.710 1.496 -0.309 0.7 -1.2 1.1
C -2.026 1.263 -0.034 -2.4 2.1 -0.1
C -2.517 -0.046 -0.100 0.2 1.4 0.7
N -3.909 -0.282 0.138 -2.7 -1.2 0.6
O -4.498 0.517 0.889 0.7 -1.3 -1.4
O -4.443 -1.306 -0.380 1.3 2.5 1.2
C -1.668 -1.096 -0.171 0.7 -2.3 0.5
C -0.293 -0.930 -0.263 -0.9 3.3 -0.2
H 3.141 -1.069 1.637 1.1 0.6 0.0
H 4.447 -0.244 0.829 1.7 1.1 0.4
H 2.103 -1.413 0.049 -0.8 0.4 -1.7
H 3.341 -0.627 -1.184 -2.3 0.2 1.1
H 1.849 1.480 -1.149 0.3 -0.9 0.4
H 1.769 1.419 0.562 0.8 0.1 0.9
H -0.312 2.495 -0.370 0.0 0.2 0.1
H -2.740 2.164 0.235 1.4 -2.1 -0.9
H -1.995 -2.111 0.086 -0.4 0.4 -0.8
H 0.345 -1.725 -0.461 0.8 -1.4 0.2
```
Forces are in eV/Å.

* E_LUMO: -0.5 eV
* structure (SMILES): NCCc1ccc([N+](=O)[O-])cc1
* relative energy (zero: lowest compared OMol25 entry of this formula, charge and spin): 504.5 kJ/mol
* 2S+1: 1
* strongest force on any atom: 3.480 eV/A

Here are the Löwdin charges for atoms 1 to 2, given in e: N -0.0301; C -0.2761



Entry 4:
This record from the OMol25 dataset describes the molecule C3H8N2O in a non-equilibrium geometry. The level of theory is ωB97M-V/def2-TZVPD.

```
14
Properties=species:S:1:pos:R:3:forces:R:3
C 0.348 -0.577 1.671 -2.5 0.0 -0.7
C -0.688 -0.319 0.252 1.7 -0.8 2.8
C -0.102 0.619 -0.747 1.7 -0.2 0.7
N -0.314 0.324 -2.121 -0.1 0.2 -0.8
N 1.403 0.301 -0.408 0.4 1.1 -0.8
O 2.030 1.164 0.145 -0.9 -0.4 -0.8
H 0.376 -1.656 1.801 -0.4 0.0 0.2
H 1.364 -0.259 1.888 -0.1 0.5 -1.0
H -0.273 -0.093 2.421 0.1 -0.4 0.4
H -0.781 -1.341 -0.109 -0.2 0.2 -0.3
H -1.635 0.057 0.632 0.0 -0.2 0.1
H -0.287 1.668 -0.493 0.0 -0.1 -0.3
H -0.330 -0.655 -2.373 0.1 0.0 0.4
H -1.111 0.767 -2.558 0.2 0.2 0.3
```
Forces are in eV/Å.

* E_LUMO: 0.5 eV
* structure (SMILES): CC[C@H](N)N=O
* relative energy (zero: lowest compared OMol25 entry of this formula, charge and spin): 447.0 kJ/mol
* 2S+1: 1
* strongest force on any atom: 3.342 eV/A

Here are the Löwdin charges for atoms 1 to 2, given in e: C -0.0513; C -0.1222



Entry 5:
This record from the OMol25 dataset describes a cluster of 2 separate species, C5H15N2O2 in total in a non-equilibrium geometry. The level of theory is ωB97M-V/def2-TZVPD.

```
24
Properties=species:S:1:pos:R:3:forces:R:3
C -1.049 1.681 1.346 2.1 -4.0 1.1
O -1.904 1.739 0.402 -3.6 0.7 -4.6
C -0.162 0.305 1.204 0.7 1.3 0.2
C 1.008 0.519 0.102 -2.0 1.1 -0.8
C 1.495 -0.824 -0.451 0.7 -0.7 2.9
C 0.462 -1.817 -0.988 0.5 -0.5 3.8
N -0.449 -1.310 -1.954 2.6 -5.0 -2.6
N 0.473 -0.048 2.534 3.2 3.3 -4.0
H -1.572 1.548 2.280 0.1 0.3 1.5
H -0.353 2.466 1.335 1.5 1.7 0.6
H -0.875 -0.430 0.710 0.8 0.6 1.1
H 1.866 1.301 0.365 -1.8 -1.7 -0.1
H 0.353 1.015 -0.707 1.3 -0.3 0.9
H 2.053 -1.339 0.477 -0.9 0.5 -1.9
H 2.192 -0.791 -1.234 1.5 0.8 -1.0
H 1.073 -2.737 -1.127 -0.6 0.3 -1.0
H -0.061 -2.108 -0.079 -0.5 -0.3 0.1
H 0.231 -1.120 -2.689 -0.6 0.2 -0.9
H -0.728 -0.447 -1.732 -1.7 4.2 1.3
H 0.161 -0.727 3.131 -0.7 -2.3 1.1
H 1.525 -0.004 2.267 -2.4 -0.9 1.6
H -2.435 0.626 -2.127 -0.4 -0.4 -0.3
H -1.702 1.417 -0.978 0.5 -0.1 -0.8
O -1.602 1.088 -2.086 -0.4 1.4 1.8
```
Forces are in eV/Å.

* charge: -2
* E_LUMO (alpha / beta): 6.7 / 6.7 eV
* relative energy (zero: lowest compared OMol25 entry of this formula, charge and spin): 163.9 kJ/mol
* 2S+1: 2
* strongest force on any atom: 6.218 eV/A

Here are the Löwdin charges for atoms 1 to 2, given in e: C -0.4883; O -0.2773



Entry 6:
This record from the OMol25 dataset describes a structure of composition H16O8 in a non-equilibrium geometry. The level of theory is ωB97M-V/def2-TZVPD.

```
24
Properties=species:S:1:pos:R:3:forces:R:3
H -0.974 -0.133 0.992 0.6 0.5 2.3
H -0.732 0.545 -0.359 -0.5 -0.8 0.6
H 2.265 3.507 -1.932 0.4 -0.2 -0.3
H 3.412 4.404 -1.780 0.9 2.2 1.0
H 2.729 -1.268 0.589 1.2 0.0 -0.5
H 3.310 -0.203 1.321 0.0 2.0 1.5
H -4.605 -0.552 0.621 -1.8 1.7 0.0
H -5.696 0.253 -0.190 -0.4 -0.5 0.1
H -0.499 -2.206 -0.042 0.0 0.0 -0.1
H -2.010 -2.181 -0.340 1.6 -0.1 -0.8
H -3.473 2.024 0.078 -1.1 -0.9 -1.7
H -4.251 1.273 -1.129 0.8 0.6 -2.4
H 1.848 -2.214 -2.199 -0.5 1.3 -0.5
H 2.829 -3.254 -1.855 -1.9 -0.2 0.0
H 3.293 -0.309 3.418 0.2 -0.3 -0.4
H 2.687 1.063 3.607 0.6 -1.4 -2.3
O -1.203 -0.188 0.099 -0.1 2.2 -1.8
O 3.201 3.598 -2.171 -1.3 -2.0 -0.7
O 3.595 -0.794 0.668 -1.1 -2.3 -1.8
O -5.206 0.268 0.628 -5.7 -9.9 6.0
O -1.118 -2.296 -0.768 -1.6 -1.9 -0.1
O -4.210 1.362 -0.202 8.2 9.0 -2.1
O 1.832 -3.110 -1.915 2.5 -1.1 0.5
O 2.975 0.412 2.859 -1.0 1.9 3.4
```
Forces are in eV/Å.

* E_LUMO: -0.1 eV
* relative energy (zero: lowest compared OMol25 entry of this formula, charge and spin): 807.9 kJ/mol
* 2S+1: 1
* strongest force on any atom: 12.974 eV/A

Here are the Löwdin charges for atoms 1 to 2, given in e: H 0.0139; H 0.0804